# 1
Computed, not measured: C17H30Cl3HfNO3P2 as an isolated structure at a distorted geometry, with wB97M-V/def2-TZVPD.

Structure (ORCA input):
```
! wB97M-V def2-TZVPD RIJCOSX def2/J DEFGRID3
* xyz 0 1
C -1.2462 -0.5329 4.8125
H -0.7980 2.3911 -2.7578
H -2.0852 2.9544 1.4598
C -1.3931 -0.8708 -3.5228
H 0.2101 -1.8582 0.3217
H 2.3031 1.5233 3.5896
C -3.6141 1.5948 -0.4884
C -2.4568 2.0709 2.0131
H -4.5301 -0.2241 1.7722
C -1.1258 1.5322 -3.3338
H -3.7217 0.9224 -1.3473
C -3.6111 -0.6135 1.3218
H -4.5888 1.8466 -0.0545
C 2.3577 -0.2073 2.3275
H 4.1029 -1.9808 -1.9175
H -3.0859 2.5005 -0.8139
H 2.1492 -0.0666 4.3825
H 2.7095 -1.9937 3.2671
Cl -0.8245 1.2087 4.8291
O -0.4541 -2.4433 3.6703
Cl -3.0060 -0.7960 4.6828
C 2.4927 0.2068 -3.0404
H 4.7821 0.2429 -1.3310
H -1.2766 -1.8632 -3.0924
H -3.8169 -1.2647 0.4573
P -2.5817 0.7720 0.7365
O -0.7033 -0.6274 2.3358
N -0.6215 0.1162 -1.4324
H -1.7016 2.6759 -5.0727
C 2.6638 -1.6384 2.2214
H 2.2235 1.2683 -3.0972
H 4.1277 0.3016 0.3395
O 1.7988 0.4587 1.3557
H 3.6288 -1.8890 1.7317
C -1.8857 -0.7114 -4.8101
H 2.4469 -2.6481 -2.0307
H 1.7845 -0.3578 -3.6556
H -3.0670 -1.2061 2.0655
H 3.7490 1.6029 -0.7968
Cl -0.5821 -1.2259 6.3213
P 2.4017 -0.3361 -1.2917
H -2.1806 -1.5795 -5.4042
H 3.5130 0.0725 -3.4267
C 3.1189 -2.0243 -1.4311
C 2.6646 0.4917 3.5744
C -0.7534 -1.2779 3.4977
H -2.4194 0.7019 -6.4006
H -3.4122 2.2709 2.5020
C -2.0168 0.5709 -5.3830
C -1.0316 0.2510 -2.6999
H 3.2228 -2.4798 -0.4401
H 3.7398 0.4511 3.7995
Hf -0.0247 -0.1253 0.4918
H -1.7102 1.8262 2.7862
C -1.6166 1.6878 -4.6222
H 1.8324 -2.1978 1.7413
C 3.9193 0.5253 -0.7120
*
```

For the HOMO energy, the calculation gives -5.5850 eV. Its energy above the lowest of the compared OMol25 structures with the same formula, charge and spin is 0.000 eV. The molecular weight comes out at 643.228 g mol⁻¹.


# 2
Computed, not measured: C9H19CsNO as an isolated structure, with wB97M-V/def2-TZVPD.

Structure (ORCA input):
```
! wB97M-V def2-TZVPD RIJCOSX def2/J DEFGRID3
* xyz 1 1
C -9.5980 -3.7643 21.1205
H -8.2507 -2.4743 19.9398
H -8.8299 -6.8234 22.0536
H -7.6484 -6.4819 18.6378
H -7.4770 -4.3280 23.1841
H -7.1241 -7.5288 19.9702
C -9.5810 -4.1796 22.5949
C -8.3452 -4.9663 23.0330
H -11.3753 -2.5792 21.3818
H -7.1054 -6.5942 22.2933
H -11.1567 -3.1042 19.7237
C -6.5909 -4.7796 20.4322
H -7.8908 -2.4631 21.6347
H -9.2882 -1.5852 21.0051
C -8.0306 -6.0736 22.0293
H -9.6387 -3.2273 23.1325
H -6.4347 -4.0679 21.2340
C -7.8934 -5.5822 20.5963
H -8.7793 -3.8884 18.7014
H -8.5746 -5.4806 23.9673
Cs -11.5844 -7.4443 19.2843
H -10.4997 -4.7110 22.8533
H -5.7614 -5.4866 20.4206
C -8.7206 -2.5110 20.9324
C -11.0348 -3.4118 20.7621
H -6.5600 -4.2425 19.4816
H -11.7241 -4.2415 20.9496
H -8.8373 -7.2314 19.6972
C -7.8546 -6.7797 19.6646
O -9.3394 -4.6484 18.9293
N -9.1855 -4.9184 20.3145
*
```

For the HOMO energy, the calculation gives -12.1262 eV. Its energy above the lowest of the compared OMol25 structures with the same formula, charge and spin is 0.266 eV. The molecular weight comes out at 290.162 g mol⁻¹.


# 3
Computed, not measured: C2H5NO2 in the gas phase at a distorted geometry, with wB97M-V/def2-TZVPD.

Structure (ORCA input):
```
! wB97M-V def2-TZVPD RIJCOSX def2/J DEFGRID3
* xyz 0 1
N -0.0503 -0.0505 -0.2808
C 0.6185 1.0987 -0.4667
H 0.6329 -0.7414 -1.8916
H 0.2691 1.8774 0.2270
C -0.6728 -0.5129 0.9970
H 0.0081 -1.2411 1.4353
O 0.2251 -1.1425 -1.0646
H -0.7393 0.3509 1.6136
H -1.6643 -0.9191 0.8306
O 1.3730 1.2804 -1.3997
*
```

For the HOMO energy, the calculation gives -9.2192 eV. Its energy above the lowest of the compared OMol25 structures with the same formula, charge and spin is 2.317 eV. The molecular weight comes out at 75.067 g mol⁻¹.


# 4
Computed, not measured: C6H14N3O9P2V as an isolated structure, with wB97M-V/def2-TZVPD.

Structure (ORCA input):
```
! wB97M-V def2-TZVPD RIJCOSX def2/J DEFGRID3
* xyz 1 2
O -0.6055 -1.7686 0.8089
H 2.9383 1.4530 2.4421
P 2.1382 -0.3597 -0.6963
N 1.6981 -0.8451 1.9315
C -3.1332 -0.4247 -1.8145
C -2.6588 0.9672 -2.1941
H -2.4443 -3.1789 -1.1507
O -4.1817 -0.8900 -2.1576
V -0.6982 -0.3179 -0.3848
H 0.8283 3.5632 1.5474
O -1.7695 -3.5278 1.5605
H 2.5499 -1.3957 1.7729
H 0.8714 -1.4547 1.7462
C -1.6508 -2.6572 0.7646
O -1.0047 0.9803 0.8825
H -3.1704 1.6723 -1.5373
H 3.4448 0.9484 -1.8435
H -0.6943 0.8075 -2.8185
H 3.0835 2.0409 0.7772
H -0.9452 2.0628 -1.8078
N -1.1972 1.0938 -1.9816
O 0.8045 -0.8391 -1.3491
O 2.5277 0.9275 -1.5333
H 1.6405 -0.5118 2.9009
N -2.2388 -1.0905 -0.9706
H 3.8766 0.5300 1.2497
O 3.1861 -1.3472 -0.4445
P 0.3020 1.4523 1.6094
C 1.7228 0.3600 1.0062
C -2.5819 -2.3889 -0.4080
O 0.3501 1.3709 3.0674
C 2.9923 1.1521 1.3946
H -2.9541 1.1809 -3.2197
O 0.5954 2.8516 0.9334
H -3.6224 -2.4167 -0.0836
*
```

For the HOMO energy (alpha / beta), the calculation gives -13.6386 / -13.7879 eV. Its energy above the lowest of the compared OMol25 structures with the same formula, charge and spin is 0.179 eV. The molecular weight comes out at 385.082 g mol⁻¹.


# 5
Computed, not measured: C5H11NOS in the gas phase, with wB97M-V/def2-TZVPD.

Structure (ORCA input):
```
! wB97M-V def2-TZVPD RIJCOSX def2/J DEFGRID3
* xyz 0 1
C -0.8266 -1.1320 -1.6645
H -1.0731 -0.6829 1.1446
H 1.6077 0.6113 1.0360
H 0.0306 -1.2563 -3.9679
N -0.1537 1.7113 1.2511
C -0.0501 -0.7190 0.7457
S -0.5045 -2.1536 -3.1328
H 0.4806 -1.2389 1.5516
H -1.1438 1.7178 1.0771
C 0.4513 2.6711 1.9890
H 0.7923 0.9177 -0.4370
C 0.6107 0.6684 0.6143
C 0.0414 -1.5788 -0.5025
O 1.6507 2.7275 2.1294
H -1.8794 -1.2995 -1.4460
H 1.0647 -1.6710 -0.8136
H -0.1232 -2.6198 -0.2141
H -0.2524 3.3805 2.4455
H -0.7231 -0.0539 -1.8058
*
```

For the HOMO energy, the calculation gives -9.2282 eV. Its energy above the lowest of the compared OMol25 structures with the same formula, charge and spin is 0.911 eV. The molecular weight comes out at 133.216 g mol⁻¹.